The following is a quantum chemistry calculation of a gas-phase ion, C6H14NO (charge -1), from the Open Molecules 2025 dataset.

Each line ends with the Mulliken charge.
Cartesian coordinates (Å):
C: -2.95340 1.36652 -1.30184  -1.119
C: -1.69976 0.58552 -0.93187  -0.329
C: -0.54962 1.37542 -0.31166  -0.758
C: 0.27036 0.54581 0.64489  -0.651
N: 0.91506 -0.58063 -0.03037  -0.282
C: 2.27379 -0.87796 0.38916  -0.663
C: 2.28846 -2.18073 1.25564  -0.345
O: 1.16562 -2.92216 1.01719  -0.924
H: -3.89718 0.86594 -1.04725  0.299
H: -3.01668 2.30150 -0.72997  0.294
H: -3.09457 1.68931 -2.33003  0.282
H: -1.99288 -0.21385 -0.25372  0.303
H: -1.29544 0.06843 -1.79618  0.305
H: -0.81967 2.33298 0.14964  0.436
H: 0.14393 1.53840 -1.13480  0.178
H: -0.33087 0.20951 1.49838  0.313
H: 1.05224 1.17935 1.05368  0.454
H: 0.38242 -1.42430 0.18942  0.264
H: 2.80825 -1.17269 -0.49996  0.254
H: 2.76368 0.03159 0.74248  0.304
H: 3.21627 -2.76868 1.07046  0.252
H: 2.37000 -1.94928 2.35670  0.134

Cartesian forces, eV/Å:
-0.91 0.87 0.47
-0.38 -0.24 0.05
0.28 -0.20 -0.57
0.60 -0.51 0.26
-0.69 1.22 -0.06
-0.11 -0.80 -0.53
-0.87 -0.62 1.19
0.28 0.11 -0.09
0.30 -0.30 -0.04
0.16 -0.05 0.07
0.48 -0.18 -0.35
-0.03 -0.06 0.23
-0.04 -0.15 -0.14
-0.30 -0.12 -0.11
0.14 0.67 -0.07
-0.21 0.00 0.11
0.16 0.26 0.20
0.36 -0.60 0.01
0.43 0.05 -0.64
0.08 -0.08 0.48
0.21 0.34 -0.32
0.06 0.39 -0.14

Output
- frontier orbital gap (eV) = 5.95
- energy above the lowest of the compared OMol25 structures with the same formula, charge and spin (eV) = 0.9877
- structure (SMILES) = CCCCNCC[O-]
- DFT total energy (Eh) = -366.9654
- molecular weight (g/mol) = 116.18
- net charge = -1
- HOMO energy (eV) = -2.3486

=====

The following is a quantum chemistry calculation of a single C3H7NO molecule, from the Open Molecules 2025 dataset.

Each line ends with the Mulliken charge.
Cartesian coordinates (Å):
C: -1.02461 0.68568 -0.53836  -0.070
C: -0.33246 1.91338 -0.99050  -0.901
C: 0.93600 -1.93618 1.00237  -0.576
N: -0.36156 -1.51260 0.70303  -0.427
O: -0.28248 -0.32877 -0.04673  -0.065
H: -2.08250 0.75486 -0.23103  0.359
H: 0.71385 1.65159 -1.30567  0.278
H: -0.38495 2.61082 -0.24571  0.290
H: -0.94408 2.35831 -1.74578  0.319
H: 1.67541 -1.38799 0.51189  0.374
H: 1.06018 -1.70594 2.06587  0.224
H: 1.02719 -3.10317 0.82061  0.197

Cartesian forces, eV/Å:
-0.98 -2.31 1.84
1.00 -2.70 -1.54
0.13 -2.42 0.89
-3.54 1.96 -1.49
1.87 0.63 -0.29
0.51 -0.38 -0.24
-1.04 0.67 0.17
0.51 1.92 2.34
-0.04 0.13 -1.11
1.37 0.65 -1.17
0.30 -0.51 0.22
-0.09 2.37 0.38

Output
- frontier orbital gap (spin up / spin down) (eV) = 7.97 / 9.37
- energy above the lowest of the compared OMol25 structures with the same formula, charge and spin (eV) = 6.0837
- DFT total energy (Eh) = -248.3029
- molecular weight (g/mol) = 73.09
- net charge = 0
- HOMO energy (spin up / spin down) (eV) = -7.3934 / -8.4310

=====

The following is a quantum chemistry calculation of 2 unconnected molecules or ions with the total composition C3H8NO, from the Open Molecules 2025 dataset.

Each line ends with the Mulliken charge.
Cartesian coordinates (Å):
C: 2.73510 -0.32984 -0.84065  0.028
N: 2.00151 0.30871 0.03372  -0.252
H: 2.33161 -1.07766 -1.55644  0.285
H: 3.89999 -0.29767 -0.88046  0.286
H: 1.40151 1.10451 -0.09865  0.305
H: 1.81547 -0.08972 0.96638  0.330
C: -2.79948 -0.15946 0.37726  -0.745
C: -1.77629 0.64958 0.41096  0.115
O: -0.47999 -0.00079 0.20514  -0.500
H: -3.88088 0.18552 0.16638  0.224
H: -2.68410 -1.21453 0.67380  0.284
H: -1.65366 1.60130 1.00760  0.311
H: -0.91080 -0.67996 -0.46505  0.327

Cartesian forces, eV/Å:
1.95 -1.15 -0.55
0.96 0.39 0.88
-0.39 1.67 -1.01
-1.71 -0.79 1.30
-1.60 -0.82 -1.19
1.41 0.71 0.42
-3.76 -0.22 -0.22
2.79 0.55 2.15
-3.40 -1.10 -1.66
1.93 -0.36 1.08
0.15 0.24 -1.19
-0.44 -0.54 -1.85
2.10 1.41 1.85

Output
- frontier orbital gap (eV) = 4.83
- energy above the lowest of the compared OMol25 structures with the same formula, charge and spin (eV) = 5.9610
- DFT total energy (Eh) = -248.6168
- molecular weight (g/mol) = 74.10
- net charge = +1
- HOMO energy (eV) = -12.7474